# C9H14O

2 unconnected molecules or ions with the total composition C9H14O (wB97M-V/def2-TZVPD, the OMol25 dataset).

Each line ends with the Mulliken charge.
Cartesian coordinates (Å):
C -2.2105 -3.6437 1.8742  -1.328
C -1.6023 -2.4514 1.1003  0.845
C -0.9559 -2.7581 -0.1172  -0.685
C -0.1068 -1.8918 -0.7210  -0.571
C -0.2526 -0.5699 -0.3198  0.295
O 0.3107 0.4993 -0.9475  -0.406
C -1.0363 -0.2618 0.7391  -0.071
C -1.6551 -1.1738 1.5668  -0.730
H -3.0123 -4.2857 1.4888  0.315
H -2.3894 -3.4353 2.9338  0.304
H -1.4662 -4.2894 1.5333  0.350
H -1.0600 -3.7818 -0.4221  0.414
H 0.6482 -2.1310 -1.5198  0.339
H 0.3459 0.3298 -1.8824  0.284
H -1.1006 0.8315 1.2780  0.143
H -2.1391 -0.7714 2.3613  0.488
C 2.2649 4.2595 -0.5301  -0.873
C 2.2507 3.2488 -1.7714  -0.569
H 2.3797 5.2259 -0.9011  0.324
H 1.2405 4.3286 0.0946  0.213
H 2.8477 3.8556 0.3022  0.295
H 1.4687 3.4503 -2.4674  0.280
H 2.0373 2.2388 -1.3282  0.034
H 3.1925 3.1771 -2.3445  0.307

Properties
HOMO-LUMO gap, eV: 9.24
Molecular weight, u: 138.21
Electronic energy, a.u.: -426.4807
SMILES: Cc1ccc(O)cc1.CC
Total charge: 0
Relative energy (zero: lowest compared OMol25 entry of this formula, charge and spin), eV: 2.506